Molecular formula: H80O40
Method: DFT, the ωB97M-V functional and the def2-TZVPD basis

Summary:
- Kohn-Sham gap: 9.591 eV

CARTESIAN COORDINATES (ANGSTROEM)
H 3.9249 3.5655 2.1310
H 3.6282 2.6559 3.4988
O 3.2262 3.3810 2.7610
H 0.3369 4.1065 -2.9915
H 1.0514 3.6898 -1.5844
O 1.0191 3.5221 -2.5711
H -2.2974 -0.3831 -0.7956
H -1.1174 0.0196 -1.7682
O -1.5104 -0.6899 -1.2455
H -2.4892 -2.4445 -2.7695
H -3.3612 -1.4287 -3.1741
O -3.4154 -2.2528 -2.6766
H 0.3679 -2.6640 -2.9968
H 0.6062 -1.8489 -4.2943
O 0.0681 -2.6058 -3.8853
H 1.8815 4.3771 2.6644
O 0.9666 4.5731 2.2731
H 2.6016 -0.6655 2.4792
O 3.0829 -0.0111 1.9822
H 2.8526 1.0745 3.7008
H 3.3587 0.9286 4.9020
O 3.7173 1.3484 4.0548
H -2.3092 6.1421 -0.3656
H -1.9154 4.8266 -0.8819
O -2.5167 5.5949 -1.1253
H -1.9005 -4.3682 3.6391
H -2.1098 -3.8692 5.1373
O -1.5413 -3.8489 4.3584
H 5.2457 -3.6792 2.5734
H 4.5027 -3.3623 1.3719
O 4.8728 -2.8926 2.1352
H 1.4217 1.2838 1.7231
O 0.4552 1.4133 1.5178
H 2.5008 -2.9627 -4.2919
H 3.5400 -1.9455 -4.5724
O 3.3618 -2.7024 -3.9945
H 0.8429 5.5318 -0.6136
H 1.4344 5.5784 -2.1402
O 1.6167 5.4868 -1.1719
H 4.2651 0.5760 0.1563
H 5.2082 0.8545 -0.9104
O 5.1650 0.2748 -0.1089
H 1.7978 -3.5580 1.5568
H 1.1830 -2.9777 2.7550
O 0.9320 -3.2598 1.8433
H -0.7019 1.2211 6.2854
H -0.7248 -0.0717 6.8535
O -1.3502 0.4915 6.4487
H -6.2312 2.4690 -1.3542
H -5.3990 3.7228 -1.0498
O -6.1130 3.1768 -0.7089
H 0.4606 6.4048 0.9066
O -0.4608 6.1451 0.8074
H 3.1654 2.8531 -3.1811
H 2.6871 1.3462 -2.9515
O 2.8595 2.0278 -3.6457
H -1.4951 -0.6581 4.8787
O -0.9105 -1.1991 4.3552
H 1.2283 -0.2641 5.1920
H 0.7592 -0.6568 3.8819
O 1.6251 -0.2028 4.2790
H -4.1244 0.2987 -0.3400
H -3.6537 0.9625 -1.7500
O -4.0851 1.0546 -0.8621
H 0.5869 -4.5344 -0.6147
H 1.7733 -3.9763 -1.3160
O 1.3849 -4.7983 -1.0561
H -0.2423 3.2261 -4.9977
H -1.6511 2.5536 -4.6002
O -0.9766 2.7571 -5.3584
H 5.4132 -4.1836 0.3532
H 4.2108 -4.5415 -0.2079
O 4.8220 -4.9509 0.4052
H 1.6876 0.1253 -0.5837
H 2.5262 1.2017 0.5679
O 2.2708 0.9858 -0.3135
H -6.0210 0.5026 2.6542
H -5.3831 0.5785 3.9620
O -6.0567 0.0323 3.5297
H -0.1957 3.4801 0.3750
H -1.0129 2.3960 -0.2982
O -0.9247 3.3651 -0.2598
H -1.0497 -0.0230 2.2447
H -2.5725 -0.1167 1.9513
O -1.7271 -0.6042 1.9301
H -4.6342 -1.9730 2.8814
H -3.7689 -1.1352 1.7749
O -3.8708 -1.8492 2.3516
H -4.4600 -2.1488 -1.3352
O -4.4145 -1.6081 -0.4609
H -0.9748 -5.8126 -1.4943
H -0.2924 -6.7062 -0.5557
O -0.7259 -6.7135 -1.4685
H -0.4365 5.3429 1.2888
H 0.2489 4.2469 2.8259
H -0.9240 -2.1469 4.0964
H 3.7884 -0.4314 1.5489
H 0.9276 1.6447 0.5996
H -4.2752 -2.2641 0.2078
O -1.0104 -4.8399 0.2235
H -0.9268 -4.6542 1.1635
H -1.6869 -4.4632 -0.2884
O 1.4932 -0.2216 -5.0873
H 2.1960 0.5338 -5.0155
H 0.7101 0.1271 -5.5093
O 0.5942 -0.9584 -0.0326
H 0.2178 -1.2059 0.8608
H -0.2267 -0.9471 -0.5838
O -0.4746 1.4761 -2.6114
H -1.0978 1.5420 -3.3280
H 0.2556 1.9369 -3.0737
O 2.4130 -2.3491 -1.2710
H 2.3887 -2.6217 -2.1457
H 1.6105 -2.3494 -0.7402
O 1.4699 -0.3404 -2.6858
H 1.6751 0.5070 -3.2861
H 2.1956 -0.9631 -2.9376
O -5.5424 0.9772 -3.1808
H -6.1127 0.2385 -3.2867
H -5.2786 1.1492 -4.1422

Molecular formula: C2H3O3S
Method: DFT, the ωB97M-V functional and the def2-TZVPD basis

Summary:
- Kohn-Sham gap: 6.636 eV
- Net charge: -1

CARTESIAN COORDINATES (ANGSTROEM)
C -2.1874 0.4177 -0.0997
C 1.6916 -0.1453 -0.1398
O -2.7523 1.1332 0.6345
O -2.1507 -0.0704 -1.2075
O -0.7745 -0.2053 0.8435
S 0.5085 -1.1948 0.8485
H 1.0483 0.6939 -0.1342
H 1.9702 -0.6808 -1.0843
H 2.6463 0.0519 0.3390

Molecular formula: C3H4OS2
Method: DFT, the ωB97M-V functional and the def2-TZVPD basis

Summary:
- Kohn-Sham gap: 7.424 eV
- SMILES: COC(=S)C=S

CARTESIAN COORDINATES (ANGSTROEM)
C 0.5415 1.2649 -0.0493
O -0.7561 0.7980 -0.3647
C -1.0602 -0.3749 -0.0507
S -2.4689 -0.9787 -0.3409
C -0.0226 -1.3679 0.3634
S 1.4275 -1.3843 -0.4471
H 1.0305 1.0287 -1.0162
H 1.0034 0.5858 0.6665
H 0.5230 2.4740 0.0684
H -0.2181 -2.0456 1.1705

Molecular formula: C4H6N2O
Method: DFT, the ωB97M-V functional and the def2-TZVPD basis

Summary:
- Kohn-Sham gap: 9.212 eV
- SMILES: [H]/N=C/N1C=C1OC

CARTESIAN COORDINATES (ANGSTROEM)
H 2.3362 -1.4399 1.9440
N 1.6078 -1.1454 1.2962
C 2.0991 -0.5078 0.3169
N 1.2782 -0.0956 -0.7573
C 0.4890 1.2401 -0.5682
C -0.0857 0.1013 -0.3904
O -1.1116 -0.6777 -0.1712
C -2.3559 0.0240 -0.2074
H 3.1611 -0.2853 0.1614
H 0.5813 2.2291 -0.9776
H -2.3325 0.8791 0.4758
H -3.1178 -0.6886 0.1060
H -2.5493 0.3667 -1.2283

Molecular formula: C24H42BeFN3O4Si4
Method: DFT, the ωB97M-V functional and the def2-TZVPD basis

Summary:
- Kohn-Sham gap (alpha / beta): 3.226 / 4.166 eV

CARTESIAN COORDINATES (ANGSTROEM)
Be 11.1507 14.5777 6.6249
C 10.1165 7.6193 7.4377
C 9.9502 8.1035 5.9691
C 10.6541 7.2064 4.9452
C 12.2119 7.3333 5.0356
C 12.6995 8.7648 4.9407
C 13.9796 9.0978 4.5409
C 14.3909 10.4510 4.5459
F 15.6265 10.7745 4.0734
C 13.6255 11.5098 4.9959
C 12.2795 11.1974 5.3334
C 11.4084 12.2313 5.7993
O 11.8054 13.4778 5.7999
C 10.0591 11.8724 6.1058
C 9.6862 10.5216 6.0358
N 10.5341 9.5228 5.7445
C 11.8307 9.8007 5.3512
C 9.1542 12.8632 6.7614
O 8.0005 12.5906 7.1437
O 9.7644 14.0259 7.2237
H 9.6827 6.6447 7.6255
H 9.5374 8.3431 8.0081
H 11.1900 7.6453 7.7214
H 8.9284 8.2580 5.6443
H 10.3482 7.5324 3.9378
H 10.3823 6.1262 5.1471
H 12.6453 6.7424 4.2268
H 12.5524 6.8141 5.9530
H 14.8028 8.3417 4.5425
H 13.9044 12.5551 5.0074
H 8.6399 10.2015 6.2058
C 6.8470 16.3879 7.8438
Si 7.0490 15.0362 9.1685
C 6.7427 15.6182 10.9464
C 5.6787 13.7385 8.8849
Si 9.2337 14.3845 9.0812
Si 9.5183 12.3307 10.2043
C 8.0304 11.2259 9.9893
C 11.1228 11.4577 9.6219
C 9.6440 12.8058 11.9908
Si 10.9897 15.8709 9.7940
C 12.7223 15.3355 9.1064
C 11.3068 16.1054 11.6226
C 10.5996 17.4947 9.0262
H 5.7943 16.6263 8.0241
H 6.9066 16.0743 6.7870
H 7.5165 17.2849 7.9359
H 5.9054 16.3710 10.9471
H 7.6048 16.3087 11.3712
H 6.5469 14.8157 11.6871
H 4.6779 14.2287 8.7479
H 5.5060 13.0246 9.7799
H 5.9984 13.0599 8.0495
H 8.0298 10.6223 9.0593
H 7.0634 11.6428 10.0326
H 8.0877 10.4992 10.7926
H 11.6058 11.9988 8.7799
H 10.9275 10.4458 9.2112
H 11.8597 11.3561 10.4121
H 9.0747 12.1434 12.6968
H 9.4060 13.8120 12.2894
H 10.6615 12.7363 12.4426
H 13.5742 15.5779 9.8395
H 13.0330 15.7770 8.1368
H 12.7988 14.2326 9.0309
H 10.3801 16.0253 12.2110
H 11.8796 17.0421 11.7828
H 11.9711 15.2803 11.9470
H 10.2991 17.3823 7.9730
H 11.5522 18.0474 8.9520
H 9.9649 18.2376 9.5342
N 12.1639 17.8416 5.1325
C 12.0937 16.4892 5.2112
N 12.6840 15.7003 4.3008
O 11.5014 16.0352 6.2992
H 12.8395 18.3154 4.5357
H 11.7599 18.3040 5.9328
H 13.0807 16.1067 3.4257
H 12.5978 14.6518 4.4506

Molecular formula: C3H4AuO4
Method: DFT, the ωB97M-V functional and the def2-TZVPD basis

Summary:
- Kohn-Sham gap (alpha / beta): 9.145 / 6.089 eV
- Multiplicity: 4
- Net charge: +2

CARTESIAN COORDINATES (ANGSTROEM)
O -0.0179 -0.3599 -1.0389
C 0.9415 0.5933 -0.5863
C 1.0898 0.3716 0.9184
O -0.1929 0.1961 1.4129
C -1.0704 -0.5234 -0.1626
O -2.1131 0.2008 -0.3803
Au -2.9589 -1.2916 -0.6472
H 0.5122 1.5829 -0.7909
H 1.8790 0.4107 -1.1238
H 1.5843 1.2170 1.4216
H 1.6438 -0.5686 1.1093
O -1.2972 -1.8289 -0.1322

Molecular formula: C26H72N2O10
Method: DFT, the ωB97M-V functional and the def2-TZVPD basis

Summary:
- Kohn-Sham gap: 9.326 eV
- SMILES: NC(N)=O.CC(C)O.CC(C)O.CC(C)O.CC(C)O.CC(C)O.CC(C)O.CC(C)O.CC(C)O.CO

CARTESIAN COORDINATES (ANGSTROEM)
N -8.9720 -21.8090 8.5770
C -8.9000 -22.0580 9.8260
N -9.7880 -21.4890 10.5640
O -8.1460 -23.0080 10.4390
H -8.1910 -22.1240 7.9630
H -9.4970 -20.9440 8.3070
H -9.7000 -21.7700 11.5520
H -10.6410 -21.0370 10.2450
C -10.4250 -24.7310 8.7390
C -11.3840 -23.8730 7.8920
C -12.8070 -24.4190 7.7450
O -11.5750 -22.6610 8.1850
H -10.7490 -24.4440 9.7520
H -9.4070 -24.5000 8.7150
H -10.5700 -25.8010 8.6460
H -11.1080 -23.9250 6.8240
H -13.4140 -23.8220 7.0660
H -13.2940 -24.6750 8.7270
H -12.8080 -25.4070 7.2140
H -10.6720 -22.2540 8.3870
C -5.2150 -25.7340 8.0220
C -6.1360 -25.2630 9.1540
C -6.4460 -26.4680 10.0530
O -5.7160 -24.3180 9.8340
H -4.2280 -25.8060 8.4640
H -5.0580 -25.0570 7.1910
H -5.3700 -26.8270 7.6340
H -7.0720 -24.8310 8.7640
H -5.5900 -26.9560 10.5210
H -7.0440 -27.1730 9.4990
H -7.1180 -26.3480 10.8920
H -6.5170 -23.7370 9.9280
C -13.7530 -21.9930 11.0600
C -14.7370 -21.9290 9.8860
C -15.6860 -20.8240 10.0690
O -14.2210 -21.7120 8.7480
H -13.3950 -20.9680 11.2830
H -12.8520 -22.5280 10.6960
H -14.1180 -22.4360 11.9780
H -15.4890 -22.7670 9.7830
H -15.1190 -19.8860 10.0020
H -16.2950 -20.7620 11.0190
H -16.3080 -20.8910 9.1980
H -13.3860 -22.1580 8.8080
C -6.1570 -21.3160 8.1880
C -6.1170 -22.0460 6.9060
C -4.7530 -22.6880 6.6690
O -7.0740 -22.8350 6.7570
H -5.2900 -20.7710 8.3250
H -6.1490 -22.0790 9.0080
H -6.8220 -20.5430 8.4460
H -6.3030 -21.3140 6.1160
H -4.5830 -23.3280 5.7780
H -4.3400 -23.1680 7.5520
H -4.0920 -21.8450 6.4240
H -6.9480 -23.2860 5.9070
C -9.8090 -18.8400 12.9870
C -9.4670 -17.3810 12.7490
C -9.0800 -16.6470 14.0290
O -8.5920 -17.1150 11.9010
H -10.3700 -19.0090 13.9190
H -8.8350 -19.3470 12.9740
H -10.3140 -19.1830 12.1200
H -10.4340 -16.9510 12.2950
H -9.9630 -16.7240 14.6760
H -8.9830 -15.6370 13.8450
H -8.3020 -17.0650 14.5700
H -7.8110 -17.5800 12.0730
C -9.1970 -20.5380 5.6860
C -9.5520 -19.6740 4.4780
C -8.3250 -18.8060 4.0550
O -10.0310 -20.2430 3.4640
H -10.1950 -20.9200 5.9870
H -8.6990 -20.0490 6.5610
H -8.5200 -21.3450 5.4050
H -10.2970 -19.0660 4.8860
H -7.9940 -18.0980 4.9080
H -8.6350 -18.2320 3.1290
H -7.4430 -19.4920 3.8600
H -10.1970 -19.6250 2.7380
C -10.3580 -18.6240 8.7700
C -11.8190 -18.9530 9.0960
C -12.5870 -19.2730 7.8580
O -11.9180 -19.8810 9.8520
H -9.9770 -18.8660 7.7110
H -9.6980 -19.1780 9.4960
H -10.3120 -17.5520 9.0200
H -12.1400 -18.1750 9.7210
H -12.1720 -20.1400 7.2940
H -12.7030 -18.4240 7.2530
H -13.6320 -19.4130 8.1820
H -12.8670 -19.9890 10.1000
C -6.1970 -20.0620 12.0170
C -5.4720 -20.0650 13.3090
C -6.3930 -19.5120 14.3930
O -5.0950 -21.1630 13.6820
H -7.1370 -20.7430 12.0030
H -5.5000 -20.3990 11.2300
H -6.4550 -19.0660 11.8010
H -4.6930 -19.3620 13.1140
H -5.7670 -19.4280 15.3120
H -7.2890 -20.0650 14.6370
H -6.6210 -18.5330 14.0010
H -4.1630 -21.0800 13.8540
C -10.7890 -23.4590 12.6570
O -10.0260 -22.3740 13.1100
H -10.4950 -23.4530 11.7020
H -11.8570 -23.3060 12.7160
H -10.5480 -24.2870 13.3230
H -9.1170 -22.5870 13.2860

Molecular formula: C8H12N2O
Method: DFT, the ωB97M-V functional and the def2-TZVPD basis

Summary:
- Kohn-Sham gap: 9.697 eV
- SMILES: CNC(C)=O.c1ccncc1

CARTESIAN COORDINATES (ANGSTROEM)
C 1.5046 1.6629 -1.0505
N 1.9750 0.8789 0.1548
C 2.4909 -0.3242 0.1069
C 2.4017 -1.2236 1.3412
O 2.8573 -0.9350 -0.8431
H 1.8801 1.1010 -1.8364
H 0.3436 1.6626 -0.9523
H 1.9367 2.6488 -1.1440
H 1.7155 1.2237 1.1459
H 1.8132 -0.5385 1.9581
H 3.4204 -1.4800 1.4562
H 1.8781 -2.0946 0.9218
C -3.1380 -0.8996 -0.5453
C -1.7897 -1.2218 -0.8539
C -0.7511 -0.4483 -0.3597
N -0.9351 0.6451 0.4480
C -2.2202 0.8197 0.8097
C -3.3626 0.0970 0.3564
H -4.0284 -1.3311 -0.8902
H -1.4914 -1.9226 -1.6378
H 0.2819 -0.5123 -0.7310
H -2.4606 1.6531 1.4420
H -4.3220 0.5385 0.7034

Molecular formula: C15H26BaF5N4O3P2S
Method: DFT, the ωB97M-V functional and the def2-TZVPD basis

Summary:
- Kohn-Sham gap: 6.001 eV
- Net charge: -1

CARTESIAN COORDINATES (ANGSTROEM)
Ba 2.2975 0.2140 0.3729
C 5.2995 1.5124 -3.7863
N 3.9864 1.8719 -3.2831
C 3.3264 2.8744 -4.0986
P 3.8456 2.0841 -1.6233
O 2.3744 2.1645 -1.2901
O 4.5753 0.9675 -0.9228
P 1.8118 -2.0761 -2.3225
O 1.1532 -1.3909 -1.0702
N 1.9830 -3.7562 -1.9455
C 3.2771 -4.1029 -1.3905
C 0.8961 -4.3933 -1.2208
N 0.4178 -2.2726 -3.3610
C 0.7016 -2.9024 -4.6339
C -0.4417 -1.1157 -3.5076
N 4.5495 3.5646 -1.2190
C 3.7075 4.6461 -0.7396
C 5.8671 3.5599 -0.6104
H 5.1986 1.1141 -4.7991
H 5.7312 0.7420 -3.1509
H 5.9845 2.3742 -3.8264
H 3.2335 2.5026 -5.1222
H 3.8836 3.8234 -4.1249
H 2.3278 3.0612 -3.7065
H 4.0665 -3.5952 -1.9455
H 3.4369 -5.1834 -1.4618
H 3.3725 -3.8274 -0.3273
H -0.0524 -4.1101 -1.6753
H 0.8756 -4.0956 -0.1630
H 1.0040 -5.4815 -1.2700
H 1.4809 -3.6538 -4.5093
H 1.0347 -2.1797 -5.3959
H -0.1922 -3.4047 -5.0212
H -0.4756 -0.5631 -2.5715
H -1.4602 -1.4297 -3.7626
H -0.0948 -0.4348 -4.3019
H 2.7123 4.5646 -1.1675
H 4.1417 5.6101 -1.0250
H 3.6071 4.6270 0.3539
H 6.4259 2.6816 -0.9242
H 5.8035 3.5423 0.4858
H 6.4210 4.4573 -0.9057
C -0.6457 -0.6529 0.8295
H -1.1975 -1.6001 0.7115
H -1.3295 0.0800 0.3571
F -0.4348 -2.4517 6.2767
C 0.1381 -1.4613 5.5740
C 1.0918 -1.7365 4.6145
F 1.4500 -3.0068 4.3788
C 1.6680 -0.7029 3.9045
F 2.5960 -1.0642 2.9784
C 1.3580 0.6477 4.0839
S 2.0896 1.9528 3.2004
C 0.3838 0.8715 5.0689
F -0.0146 2.1208 5.3417
C -0.2119 -0.1417 5.7946
F -1.1389 0.1448 6.7215

Molecular formula: C2BrN3O4
Method: DFT, the ωB97M-V functional and the def2-TZVPD basis

Summary:
- Kohn-Sham gap: 9.892 eV
- SMILES: N#CC(Br)([N+](=O)[O-])[N+](=O)[O-]

CARTESIAN COORDINATES (ANGSTROEM)
N -1.1915 -2.0935 0.8694
C -0.7150 -1.2616 0.2555
C -0.0315 -0.1794 -0.4707
Br -0.2022 -0.3793 -2.5623
N 1.5015 0.0091 -0.0993
O 1.9299 1.0883 -0.2712
O 2.0722 -0.9515 0.3014
N -0.8307 1.1337 -0.0489
O -0.5900 1.4033 1.0670
O -1.5855 1.5776 -0.8440

Molecular formula: C6H16OSi
Method: DFT, the ωB97M-V functional and the def2-TZVPD basis

Summary:
- Kohn-Sham gap (alpha / beta): 8.120 / 6.987 eV

CARTESIAN COORDINATES (ANGSTROEM)
C -1.0080 -2.7338 0.0415
C -1.9649 1.9839 0.9782
C 3.1476 0.7304 -0.7700
C -1.9062 -1.4303 0.1627
C -1.6208 1.8097 -0.5233
C 2.4460 0.2815 0.4688
O 2.7064 -1.0914 0.7416
Si -0.9685 0.0271 -0.7026
H -1.4106 -3.6831 0.2995
H -0.7308 -2.9574 -0.9234
H -0.1716 -2.6474 0.5886
H -1.0955 2.0873 1.5595
H -2.6037 2.8907 1.1083
H -2.3315 1.0526 1.2724
H 2.6386 0.3117 -1.5267
H 2.9306 1.7682 -0.9691
H 4.3267 0.5261 -0.7247
H -1.9437 -1.0132 1.2785
H -2.9086 -1.5171 -0.1700
H -0.8001 2.3690 -0.8710
H -2.4951 2.1410 -1.1553
H 2.5812 0.7278 1.4754
H 3.4196 -1.5447 0.2511
H -0.2371 -0.0887 -1.8902

Molecular formula: C6H13N4
Method: DFT, the ωB97M-V functional and the def2-TZVPD basis

Summary:
- Kohn-Sham gap: 9.945 eV
- Net charge: +1
- SMILES: CC[C@@H](N)c1c[nH]c(=[NH2+])[nH]1

CARTESIAN COORDINATES (ANGSTROEM)
C 1.5854 0.9623 -2.4424
C 0.6871 1.7121 -1.5021
C 0.8499 1.0189 -0.0534
N 0.3817 1.8392 1.0644
C -0.1316 -0.3363 0.1234
C -1.0604 -0.9818 -0.5630
N -1.7006 -1.9060 0.2299
C -1.1256 -1.8203 1.4515
N -1.5754 -2.4338 2.5130
N -0.1624 -0.8923 1.4069
H 1.8286 0.0490 -1.9317
H 1.3091 0.6811 -3.4956
H 2.6008 1.4830 -2.5718
H 1.0072 2.6640 -1.2923
H -0.4524 1.6713 -1.6404
H 1.9382 0.8055 0.0521
H -0.4141 2.4279 0.8811
H 1.1278 2.4891 1.3049
H -1.4307 -0.7175 -1.5002
H -2.5034 -2.3978 -0.1434
H -2.0105 -3.3402 2.4274
H -1.1859 -2.3229 3.4428
H 0.4372 -0.6544 2.2390

Calculated F_max (Eh/bohr), listed in the same order as above: 0.08833; 0.06673; 0.07001; 0.00776; 0.06491; 0.36977; 0.29787; 0.08957; 0.01348; 0.05938; 0.08221; 0.08807